i.
{"formula": "C5H11N3O", "method": "ωB97M-V with the def2-TZVPD basis set", "charge": 0, "species": ["C", "C", "C", "N", "C", "N", "C", "N", "O", "H", "H", "H", "H", "H", "H", "H", "H", "H", "H", "H"], "positions_angstrom": [[-1.735, 0.484, -1.633], [-1.636, -0.446, -0.468], [-0.757, -0.388, 0.536], [-0.905, -1.206, 1.673], [0.463, 0.443, 0.681], [0.517, 1.234, 1.847], [1.547, 0.259, -0.092], [1.526, -0.220, -1.417], [2.797, 0.616, 0.361], [-2.703, 0.981, -1.631], [-0.954, 1.241, -1.586], [-1.648, -0.054, -2.575], [-2.430, -1.183, -0.405], [-0.037, -1.584, 2.034], [-1.621, -1.919, 1.568], [-0.046, 0.856, 2.597], [1.467, 1.417, 2.139], [0.612, -0.571, -1.665], [2.236, -0.925, -1.585], [3.306, 0.965, -0.379]]}

=====

ii.
{"formula": "C5H11N3O", "method": "ωB97M-V with the def2-TZVPD basis set", "charge": 0, "species": ["C", "C", "C", "N", "C", "N", "O", "N", "C", "H", "H", "H", "H", "H", "H", "H", "H", "H", "H", "H"], "positions_angstrom": [[-0.003, -1.690, 0.140], [0.394, -0.481, 1.006], [-0.148, 0.823, 0.295], [0.658, 1.642, -0.388], [1.770, 1.290, -0.921], [1.899, 0.111, -1.554], [3.128, 0.155, -2.188], [-1.474, 0.970, 0.201], [-2.563, 0.389, 0.966], [0.682, -1.899, -0.697], [-0.119, -2.627, 0.733], [-1.003, -1.595, -0.254], [1.494, -0.344, 1.103], [-0.069, -0.481, 2.034], [2.479, 2.054, -1.129], [3.224, -0.758, -2.470], [-1.780, 1.661, -0.510], [-2.872, 1.081, 1.814], [-3.466, 0.198, 0.323], [-2.230, -0.500, 1.495]]}

=====

iii.
{"formula": "C5H11N3O", "method": "ωB97M-V with the def2-TZVPD basis set", "charge": 0, "species": ["C", "C", "C", "N", "N", "N", "C", "C", "O", "H", "H", "H", "H", "H", "H", "H", "H", "H", "H", "H"], "positions_angstrom": [[-0.216, -1.312, 0.527], [-1.418, 1.580, -1.132], [-0.464, 1.142, -0.041], [-1.137, -2.321, 0.381], [0.363, -1.171, 1.729], [2.231, 0.581, 0.391], [0.313, -0.670, -0.607], [1.335, 0.325, -0.713], [-0.266, 1.784, 0.978], [-1.755, -2.437, 1.175], [-1.635, -2.313, -0.498], [-0.023, -1.677, 2.514], [1.233, -0.631, 1.713], [3.129, 0.911, 0.053], [1.893, 1.345, 0.989], [-0.126, -0.966, -1.554], [1.545, 0.724, -1.704], [-0.915, 2.255, -1.831], [-1.830, 0.729, -1.676], [-2.260, 2.121, -0.693]]}

=====

Most stable: i

=====

i.
{"formula": "C2H6N2O3", "method": "ωB97M-V with the def2-TZVPD basis set", "charge": 0, "species": ["N", "C", "O", "O", "H", "H", "H", "N", "C", "O", "H", "H", "H"], "positions_angstrom": [[-0.704, -1.207, 2.007], [-0.153, -1.361, 0.777], [-0.773, -1.750, -0.182], [1.122, -0.894, 0.674], [-1.707, -1.261, 2.067], [-0.247, -0.763, 2.785], [1.636, -1.193, 1.434], [-0.340, 0.903, -1.538], [0.629, 1.843, -1.636], [1.813, 1.692, -1.464], [-1.230, 1.156, -1.925], [-0.265, 0.004, -1.079], [0.219, 2.831, -1.918]]}

=====

ii.
{"formula": "C2H6N2O3", "method": "ωB97M-V with the def2-TZVPD basis set", "charge": 0, "species": ["C", "C", "N", "N", "O", "O", "O", "H", "H", "H", "H", "H", "H"], "positions_angstrom": [[-0.302, -0.159, -0.133], [0.859, -1.035, -1.980], [0.884, -0.224, -0.763], [-0.195, 0.931, 1.886], [-1.362, -0.492, -0.502], [-0.748, -0.038, 2.775], [-1.126, 1.917, 1.634], [1.465, -0.437, -2.656], [1.398, -1.914, -1.784], [-0.231, -1.156, -2.170], [1.678, -0.110, -0.251], [-1.720, 0.141, 2.826], [-0.600, 2.574, 1.120]]}

=====

Most stable: i

=====

i.
{"formula": "C2H6N2O3", "method": "ωB97M-V with the def2-TZVPD basis set", "charge": 0, "species": ["H", "N", "N", "C", "H", "H", "H", "O", "C", "O", "O", "H", "H"], "positions_angstrom": [[-0.974, -1.796, 0.543], [-0.650, -0.844, 0.765], [-1.095, -0.683, 1.948], [-0.955, 0.497, 2.720], [-1.904, 1.172, 2.443], [-0.104, 1.093, 2.343], [-1.068, 0.368, 3.783], [0.524, -1.396, -2.526], [1.109, -0.361, -2.515], [1.106, 0.554, -1.550], [1.887, 0.047, -3.473], [0.307, 0.348, -0.996], [1.817, 1.001, -3.485]]}

=====

ii.
{"formula": "C2H6N2O3", "method": "ωB97M-V with the def2-TZVPD basis set", "charge": 0, "species": ["N", "C", "O", "O", "H", "H", "H", "C", "N", "O", "H", "H", "H"], "positions_angstrom": [[0.714, 0.016, 1.305], [1.242, 1.011, 0.586], [0.890, 1.338, -0.531], [2.274, 1.618, 1.219], [1.108, -0.193, 2.205], [-0.113, -0.506, 0.946], [2.604, 2.336, 0.662], [-1.273, -0.484, -1.817], [-1.894, -1.333, -1.138], [-1.517, -1.399, 0.257], [-1.496, -0.484, -2.871], [-0.492, 0.209, -1.426], [-2.048, -2.131, 0.604]]}

=====

iii.
{"formula": "C2H6N2O3", "method": "ωB97M-V with the def2-TZVPD basis set", "charge": 0, "species": ["C", "C", "N", "O", "O", "O", "N", "H", "H", "H", "H", "H", "H"], "positions_angstrom": [[-1.018, 0.684, -0.447], [0.331, 0.204, -0.067], [1.305, -1.752, 0.669], [-1.618, 1.322, 0.674], [-1.056, 1.514, -1.573], [1.501, 0.768, -0.330], [0.174, -1.089, 0.126], [-2.567, 1.170, 0.597], [-0.621, 2.350, -1.332], [2.183, 0.085, -0.167], [-1.123, -0.794, -0.235], [1.253, -1.732, 1.688], [1.256, -2.730, 0.398]]}

=====

iv.
{"formula": "C2H6N2O3", "method": "ωB97M-V with the def2-TZVPD basis set", "charge": 0, "species": ["H", "N", "C", "N", "O", "C", "O", "H", "H", "H", "O", "H", "H"], "positions_angstrom": [[-1.327, 1.142, -0.273], [-0.334, 0.860, -0.329], [-0.211, -0.374, -0.119], [0.935, -1.032, 0.329], [-1.261, -1.318, -0.469], [-1.842, -1.946, 0.546], [-1.955, -1.434, 1.656], [1.052, -1.985, -0.012], [1.787, -0.504, 0.133], [-2.336, -2.876, 0.217], [1.815, 3.176, -0.146], [2.605, 3.127, -0.743], [1.072, 3.163, -0.790]]}

=====

Most stable: iv

=====

i.
{"formula": "C5H8N2S", "method": "ωB97M-V with the def2-TZVPD basis set", "charge": 0, "species": ["H", "N", "C", "N", "C", "C", "C", "C", "S", "H", "H", "H", "H", "H", "H", "H"], "positions_angstrom": [[2.238, 0.518, -1.417], [1.399, 0.199, -1.873], [0.369, 0.016, -1.069], [-0.801, -0.657, -1.650], [-1.678, -1.101, -0.599], [-1.159, -0.707, 0.521], [0.165, -0.108, 0.407], [1.234, -1.016, 0.955], [0.107, 1.506, 1.406], [-1.249, -0.115, -2.499], [-2.484, -1.597, -0.944], [-1.687, -0.589, 1.475], [1.184, -0.730, 1.986], [2.234, -0.603, 0.747], [1.261, -2.136, 0.779], [-0.986, 1.865, 0.745]]}

=====

ii.
{"formula": "C5H8N2S", "method": "ωB97M-V with the def2-TZVPD basis set", "charge": 0, "species": ["C", "C", "C", "C", "N", "S", "C", "N", "H", "H", "H", "H", "H", "H", "H", "H"], "positions_angstrom": [[-0.261, -2.784, -0.205], [0.267, -1.411, -0.255], [1.588, -1.085, 0.307], [0.347, -0.316, 0.827], [0.053, 0.891, 0.086], [-0.613, 2.456, 0.722], [-0.339, 0.456, -1.200], [-0.174, -0.788, -1.452], [0.253, -3.317, 0.733], [-0.047, -3.304, -1.175], [-1.387, -2.751, 0.142], [2.368, -0.683, -0.363], [2.057, -1.892, 0.980], [0.216, -0.411, 1.904], [-1.914, 2.102, 1.040], [-0.497, 1.091, -2.092]]}

=====

iii.
{"formula": "C5H8N2S", "method": "ωB97M-V with the def2-TZVPD basis set", "charge": 0, "species": ["N", "C", "C", "C", "C", "C", "S", "N", "H", "H", "H", "H", "H", "H", "H", "H"], "positions_angstrom": [[-0.702, -2.890, 0.998], [-0.339, -1.847, 0.040], [-0.307, -1.663, -1.355], [0.260, -0.404, -1.554], [0.516, 0.161, -0.320], [1.071, 1.508, 0.037], [-0.267, 2.676, 0.441], [0.145, -0.702, 0.639], [-1.729, -3.042, 0.994], [-0.222, -3.776, 0.845], [-0.620, -2.305, -2.182], [0.464, 0.007, -2.538], [1.618, 1.975, -0.805], [1.779, 1.443, 0.901], [-0.614, 2.176, 1.556], [0.293, -0.677, 1.631]]}

=====

Most stable: iii